Record 1
93
Properties=species:S:1:pos:R:3:forces:R:3:mulliken_charge:R:1 method="wB97M-V/def2-TZVPD" total_energy_ev=-46702.619 smiles="CCCCCCC[C@H](C#N)[C@H](C#N)N(C)C(C)=O.C1CCOC1.C1CCOC1.C1CCOC1.C1CCOC1" mol_weight_da=537.786
C -1.241 -4.871 -8.004 0.1 1.2 0.6 -0.9595
C -1.070 -4.471 -6.425 0.7 -1.1 -0.4 -0.3401
C 0.258 -5.215 -5.867 0.7 0.9 0.5 -0.3007
C 0.799 -4.569 -4.474 -0.1 0.1 -0.9 -0.7648
C 1.352 -3.052 -4.661 -0.5 -0.6 0.3 -0.5336
C 1.067 -2.212 -3.288 0.4 0.8 -0.7 -0.5285
C 2.423 -1.973 -2.434 0.7 -0.4 -1.2 -1.2964
C 2.912 -0.405 -2.460 0.4 -1.9 -0.5 0.4226
C 4.533 -0.496 -2.524 2.2 1.1 2.1 -0.0466
N 5.712 -0.496 -2.278 -5.7 -0.2 -1.5 -0.5475
C 2.372 0.358 -1.155 -0.1 -0.6 1.0 0.5188
C 0.960 -0.243 -0.599 -3.8 -1.1 0.2 -0.0292
N -0.151 -0.617 -0.277 6.4 2.1 -1.7 -0.5816
N 2.157 1.826 -1.301 1.7 0.4 0.8 0.0214
C 2.489 2.480 0.033 0.4 1.1 0.9 -0.8436
C 3.006 2.449 -2.343 3.0 0.8 -2.2 0.4404
C 2.266 2.781 -3.759 -1.1 -1.3 0.8 -0.9837
O 4.239 2.707 -2.258 -4.9 -1.0 0.5 -0.5087
H -1.991 -4.111 -8.456 1.1 -1.6 0.5 0.3359
H -1.581 -5.957 -8.147 0.5 1.7 0.2 0.2557
H -0.225 -4.697 -8.539 -1.7 -0.4 0.9 0.2202
H -1.970 -4.849 -5.799 1.4 0.9 -1.1 0.2812
H -0.956 -3.320 -6.341 -0.3 -2.0 0.0 0.2289
H 1.122 -5.089 -6.623 -1.4 -0.4 1.0 0.0302
H 0.088 -6.333 -5.685 0.1 1.6 -0.5 0.4046
H -0.081 -4.591 -3.739 1.4 0.1 -0.8 0.3534
H 1.692 -5.181 -4.067 -1.7 0.8 -0.5 0.2334
H 2.470 -3.148 -4.906 -1.6 0.4 0.5 0.3124
H 0.876 -2.521 -5.578 0.6 -1.0 1.7 0.3183
H 0.260 -2.715 -2.648 1.2 0.8 -1.0 0.4375
H 0.668 -1.181 -3.652 0.5 -1.7 1.0 0.2031
H 2.409 -2.418 -1.380 -0.1 0.9 -1.4 0.4280
H 3.258 -2.547 -3.006 -1.4 0.9 1.1 0.5219
H 2.482 0.004 -3.459 1.0 -0.4 1.9 0.2010
H 3.124 0.168 -0.287 -1.2 0.1 -1.5 0.3174
H 2.096 3.572 0.047 0.4 -2.1 0.0 0.2608
H 2.067 1.886 0.927 0.3 1.0 -1.7 0.3128
H 3.625 2.563 0.213 -1.6 -0.4 -0.5 0.3478
H 2.139 3.904 -3.938 0.6 -1.7 0.3 0.3404
H 2.792 2.224 -4.623 -0.5 1.3 1.4 0.2676
H 1.198 2.327 -3.711 1.7 0.8 0.0 0.2770
C 4.767 -8.012 -7.369 0.4 0.0 0.3 -0.5053
C 3.450 -8.707 -7.631 -0.2 -0.3 -0.3 -0.5894
C 2.447 -7.641 -7.239 -0.2 0.2 0.2 -0.2788
O 3.062 -6.374 -7.508 0.2 -0.3 0.0 -0.3877
C 4.456 -6.585 -7.773 0.0 0.3 -0.2 -0.5024
H 5.606 -8.438 -7.921 -0.1 0.1 0.0 0.3307
H 5.003 -8.056 -6.300 0.0 0.0 -0.1 0.2669
H 3.357 -8.934 -8.699 0.0 0.0 0.1 0.2780
H 3.324 -9.637 -7.073 0.0 0.1 0.0 0.3315
H 2.220 -7.683 -6.169 -0.1 -0.1 0.0 0.2153
H 1.511 -7.721 -7.798 0.0 0.1 0.0 0.2793
H 4.620 -6.432 -8.845 0.1 0.0 0.0 0.2673
H 5.051 -5.854 -7.221 -0.1 0.0 0.0 0.2659
C -0.664 6.341 2.690 -0.1 0.4 -0.3 -0.6708
C -1.429 5.141 3.201 0.0 0.0 0.4 -0.0906
C -0.855 4.019 2.360 -0.1 -0.3 -0.2 -0.4329
O 0.502 4.378 2.060 -0.1 0.3 0.1 -0.3183
C 0.706 5.751 2.421 0.3 -0.1 0.1 -0.4727
H -0.638 7.177 3.391 0.0 -0.1 -0.1 0.3313
H -1.110 6.694 1.753 0.1 0.0 0.1 0.3085
H -1.195 4.974 4.256 -0.1 0.0 -0.1 -0.0628
H -2.512 5.236 3.103 0.1 -0.1 0.0 0.4026
H -1.392 3.918 1.411 -0.1 0.0 0.0 0.2667
H -0.876 3.057 2.877 0.1 0.1 -0.1 0.1912
H 1.330 5.771 3.322 0.0 0.1 0.0 0.2953
H 1.236 6.268 1.618 0.0 -0.1 0.0 0.2812
C -2.211 2.035 7.361 0.3 0.3 0.5 0.0133
C -3.487 1.588 6.687 -0.2 -0.4 -0.1 -0.6194
C -3.682 2.663 5.636 -0.1 0.3 -0.1 -0.4607
O -2.374 3.118 5.260 -0.1 -0.3 0.3 -0.3091
C -1.420 2.599 6.198 0.2 -0.2 -0.3 -0.6162
H -1.686 1.233 7.883 0.0 0.0 -0.1 0.3844
H -2.431 2.828 8.082 0.0 -0.2 -0.1 -0.1650
H -3.332 0.617 6.205 -0.1 0.1 0.0 0.3537
H -4.336 1.499 7.368 0.1 0.1 0.0 0.2723
H -4.232 3.519 6.040 -0.1 0.0 0.0 0.2324
H -4.210 2.294 4.753 0.1 0.1 0.0 0.2931
H -0.846 1.816 5.691 0.1 0.0 0.0 0.3011
H -0.734 3.393 6.502 -0.1 0.0 -0.1 0.3256
C -5.258 5.686 9.802 -0.1 0.4 -0.3 -0.5296
C -6.022 4.487 10.314 -0.2 -0.2 0.4 -0.5690
C -5.447 3.364 9.474 0.0 -0.2 -0.3 -0.5232
O -4.090 3.722 9.173 -0.4 0.3 0.2 -0.2706
C -3.888 5.096 9.534 0.4 -0.1 0.1 -0.4755
H -5.232 6.522 10.503 0.0 -0.1 -0.1 0.3325
H -5.703 6.037 8.865 0.1 0.0 0.1 0.2674
H -5.787 4.321 11.371 -0.1 0.0 -0.1 0.2682
H -7.105 4.580 10.216 0.1 0.0 0.0 0.3236
H -5.984 3.262 8.525 -0.1 0.0 0.0 0.2964
H -5.466 2.401 9.991 0.1 0.0 -0.1 0.2901
H -3.264 5.118 10.434 0.0 0.1 0.0 0.2886
H -3.358 5.613 8.730 0.0 -0.1 0.0 0.2671


Record 2
93
Properties=species:S:1:pos:R:3:forces:R:3:mulliken_charge:R:1 method="wB97M-V/def2-TZVPD" charge=-1 total_energy_ev=-69965.498 mol_weight_da=671.812
C 3.938 -1.461 0.025 -6.1 2.8 -4.8 -0.5582
C 2.996 -0.816 -0.827 5.0 -2.6 4.4 0.1592
C 2.036 0.042 -1.845 0.1 -0.4 2.7 -0.2388
C 0.479 -0.296 -1.341 1.0 -0.2 0.3 -0.5508
C 0.055 -1.877 -1.618 -0.6 0.5 0.3 -0.3904
C -1.547 -1.904 -2.099 0.8 0.3 0.3 -0.5408
C -2.508 -1.543 -0.819 -0.1 0.3 -0.1 -0.4868
C -4.100 -1.314 -1.211 0.9 -0.7 1.0 -0.3025
C -4.976 -1.550 0.181 -1.1 -0.1 -1.8 -0.7500
C -6.557 -1.291 -0.246 -0.1 -1.2 0.1 0.0983
C -7.563 -1.036 1.021 0.1 -0.7 0.4 -0.5673
C -7.400 0.413 1.767 0.2 0.0 0.5 -0.6921
C -6.513 1.526 0.961 0.1 0.9 0.2 -0.5238
C -7.222 2.178 -0.360 0.0 0.9 0.0 0.0747
C -8.849 2.338 -0.287 -0.3 1.1 -1.7 -0.4556
C -9.362 2.471 -1.874 -0.2 -1.2 0.9 -0.6468
C -9.410 0.891 -2.422 0.4 0.2 -0.2 -0.0342
C -8.800 0.707 -3.932 -0.2 -1.2 0.1 -0.5965
C -7.243 1.186 -4.119 0.2 0.3 -0.9 -0.6977
C 2.242 1.663 -1.699 -0.3 -0.8 -0.4 -0.4965
C 3.785 2.185 -1.925 -1.2 2.2 1.6 -0.4418
C 4.664 2.250 -0.510 -0.2 -0.2 -0.2 -0.4682
I 4.858 1.062 -3.523 -0.5 0.6 0.9 -0.1046
H 4.421 -2.278 0.749 -1.4 2.4 -2.2 -0.0525
H 0.456 -0.098 -0.168 -0.4 -0.4 -2.2 0.1825
H -0.305 0.446 -1.848 1.7 -1.5 0.9 0.2000
H 0.189 -2.459 -0.592 -0.4 1.0 -2.2 0.2383
H 0.743 -2.387 -2.426 -1.3 1.3 1.6 0.2480
H -1.812 -2.952 -2.604 0.3 2.3 1.2 0.3110
H -1.651 -1.040 -2.910 0.1 -1.9 1.6 0.2158
H -2.403 -2.359 0.043 -0.3 1.6 -2.0 0.2429
H -2.146 -0.529 -0.326 -0.6 -2.1 -1.1 0.1555
H -4.215 -0.226 -1.644 0.0 -2.1 0.9 0.2036
H -4.450 -2.114 -2.025 0.7 1.8 1.8 0.2262
H -4.661 -0.846 1.061 -0.4 -1.5 -1.7 0.1852
H -4.897 -2.704 0.434 0.1 2.5 -0.1 0.3813
H -6.911 -2.313 -0.752 0.7 2.2 1.0 0.4103
H -6.602 -0.485 -1.094 -0.1 -1.3 1.8 -0.2979
H -8.699 -1.264 0.733 2.5 0.7 0.4 0.2169
H -7.287 -1.863 1.836 -0.6 1.7 -1.8 0.3243
H -6.869 0.233 2.815 -1.0 0.4 -2.2 0.3481
H -8.477 0.848 2.041 2.4 -0.8 -0.7 0.3258
H -6.321 2.421 1.728 -0.5 -1.9 -1.6 0.4205
H -5.435 1.163 0.640 -2.3 0.4 0.8 0.0819
H -6.784 3.284 -0.463 -0.9 -2.3 0.1 0.2972
H -6.933 1.649 -1.385 -0.6 0.8 2.4 -0.3795
H -9.186 3.363 0.224 0.9 -2.4 -0.6 0.2851
H -9.428 1.417 0.144 1.3 1.8 -0.6 0.2054
H -10.449 2.947 -1.884 2.3 -1.0 -0.2 0.3274
H -8.615 3.127 -2.503 -1.6 -1.3 1.3 0.2625
H -10.511 0.489 -2.398 2.0 0.8 -0.1 0.3221
H -8.795 0.191 -1.675 -1.2 1.6 -1.6 -0.2011
H -8.816 -0.464 -4.161 0.0 2.5 0.4 0.2908
H -9.533 1.184 -4.737 1.7 -0.7 1.8 0.3120
H -7.087 1.418 -5.269 -0.2 -0.4 2.4 0.3016
H -6.951 2.163 -3.533 -0.8 -1.9 -1.1 0.2022
H -6.442 0.366 -3.843 -1.8 1.5 -0.4 0.1305
H 1.542 2.177 -2.513 1.5 -1.1 1.5 0.2104
H 1.807 2.024 -0.652 1.3 -0.3 -1.8 0.2222
H 3.737 3.303 -2.338 0.1 -2.6 0.7 0.4473
H 5.502 1.428 -0.615 -1.7 1.7 0.8 -0.0380
H 3.950 2.060 0.427 1.6 0.0 -2.2 0.2230
H 5.133 3.330 -0.322 -0.8 -2.3 -0.7 0.2512
C 7.077 -1.366 4.411 0.2 0.2 0.1 -0.5140
C 6.651 -2.144 5.655 0.2 0.0 0.2 -0.7675
C 5.197 -2.567 5.455 0.0 -0.1 0.8 -0.6749
S 4.956 -2.711 3.691 -0.2 0.2 -0.6 1.1581
O 4.013 -1.696 3.271 0.3 -0.7 0.4 -0.6100
O 4.796 -4.109 3.344 -0.2 0.4 0.0 -0.7260
C 6.594 -2.188 3.225 0.4 0.2 -0.1 -0.0796
H 8.160 -1.213 4.379 -0.2 0.0 -0.1 0.3249
H 6.595 -0.382 4.407 0.1 -0.1 -0.1 0.2883
H 7.283 -3.035 5.762 -0.1 0.1 0.0 0.3056
H 6.768 -1.548 6.565 0.0 -0.1 -0.1 0.3691
H 4.989 -3.529 5.930 -0.1 0.1 -0.2 0.3373
H 4.504 -1.808 5.831 0.0 -0.1 -0.2 0.3532
H 6.554 -1.618 2.295 -0.2 -0.1 0.1 -0.1153
H 7.206 -3.085 3.091 -0.1 0.0 0.0 0.3522
C 9.660 0.584 -1.161 -0.2 0.1 -0.3 -0.5488
C 10.012 1.864 -0.404 0.3 0.2 -0.2 -0.5915
C 9.082 1.952 0.804 0.1 0.7 0.0 -0.6456
S 8.654 0.271 1.230 -0.3 -0.1 -0.1 1.2564
O 7.236 0.084 1.001 0.7 0.0 0.4 -0.5891
O 9.290 -0.080 2.484 -0.4 0.0 -0.1 -0.7938
C 9.547 -0.503 -0.104 0.3 -0.3 -0.4 -0.8127
H 10.415 0.337 -1.913 -0.1 0.0 0.1 0.3507
H 8.699 0.711 -1.674 0.1 -0.1 0.1 0.2800
H 11.054 1.812 -0.064 -0.1 0.0 0.0 0.2955
H 9.919 2.749 -1.040 0.0 -0.1 0.1 0.3315
H 9.573 2.429 1.656 -0.2 -0.2 0.0 0.3356
H 8.159 2.485 0.560 0.0 -0.2 0.1 0.2950
H 9.009 -1.387 -0.451 -0.1 0.1 0.2 0.4100
H 10.534 -0.788 0.275 -0.2 0.0 0.0 0.3963


Record 3
113
Properties=species:S:1:pos:R:3:forces:R:3:mulliken_charge:R:1 method="wB97M-V/def2-TZVPD" total_energy_ev=-119428.027 mol_weight_da=894.107
C 5.388 3.789 2.783 0.6 -0.1 0.8 -1.1582
C 4.663 2.436 3.195 0.8 0.5 0.1 -0.2206
C 3.126 2.323 2.719 1.0 1.1 2.5 0.0760
C 2.580 3.762 2.350 -1.0 -0.3 0.1 -1.2458
N 3.058 1.331 1.609 1.1 2.6 -1.6 0.5569
C 3.760 1.651 0.537 -0.8 -1.9 -1.5 -0.4262
C 3.632 0.582 -0.616 0.0 1.0 1.2 -0.5638
C 3.745 1.043 -2.124 0.3 1.5 -0.1 -1.0020
B 5.149 1.852 -2.363 0.0 0.1 -0.1 0.8427
O 5.201 3.149 -2.948 0.8 -2.5 0.9 -0.5318
O 6.354 1.184 -1.956 -1.0 1.3 -0.1 -0.5380
C 2.300 -0.117 -0.099 0.9 -2.1 -1.7 1.6256
C 1.003 0.401 -0.832 -0.2 0.6 0.5 -1.9507
C 0.788 1.977 -0.814 -1.2 0.1 -0.7 0.1162
C -0.793 2.267 -0.808 0.9 0.2 0.2 -0.6901
O -1.186 3.081 -1.933 -0.7 -0.5 1.4 -0.5410
C -2.580 3.417 -1.693 -0.5 0.8 -0.1 -0.5662
C 2.556 -1.655 -0.502 -0.7 0.0 0.1 -1.7628
O 2.473 -1.853 -1.931 1.1 0.7 0.9 -0.4090
O 1.230 -2.463 -2.121 -1.4 -1.3 0.0 -0.1594
C 2.348 0.030 1.492 0.5 -1.3 -1.3 1.2858
C 1.020 -0.238 2.320 -0.3 0.6 1.1 -0.5757
F 0.398 -1.423 1.816 1.0 1.3 0.0 -0.3403
C 0.004 0.972 2.404 -1.2 -0.4 0.9 0.6275
C -1.486 0.544 1.988 -0.1 0.4 -0.4 -1.3855
P 3.581 -1.108 2.414 1.6 -1.0 4.5 0.6968
O 3.819 -0.549 3.818 -0.8 -0.8 -3.3 -0.4359
O 5.082 -1.190 1.660 -2.4 -0.7 0.3 -0.5224
O 2.919 -2.654 2.658 1.0 2.6 -1.8 -0.5809
H 5.410 4.001 1.677 -0.1 -0.1 1.1 0.2395
H 4.977 4.676 3.359 0.4 -1.0 -0.9 0.2956
H 6.469 3.702 3.121 -1.2 0.1 -0.5 0.4113
H 5.303 1.589 2.799 -1.0 0.7 0.4 0.1579
H 4.745 2.366 4.324 -0.4 -0.1 -1.4 0.3718
H 2.559 1.999 3.647 0.5 -0.2 -1.5 0.4027
H 1.449 3.717 2.255 1.4 0.1 -0.2 0.3262
H 2.767 4.462 3.222 0.0 -1.0 -1.0 0.3979
H 3.038 4.201 1.413 -0.5 -0.6 1.1 0.1904
H 4.397 2.554 0.358 -0.8 -0.7 1.1 0.2779
H 4.550 -0.084 -0.504 -1.1 0.5 0.3 0.6349
H 3.786 0.146 -2.801 -0.2 0.7 0.8 0.2563
H 2.929 1.733 -2.475 0.5 -1.0 0.5 -0.0741
H 6.161 3.304 -3.068 -0.6 0.3 0.0 0.3176
H 6.505 1.301 -1.005 0.2 -0.3 -0.4 0.3303
H 0.119 -0.104 -0.336 1.0 0.6 -0.6 0.4485
H 0.943 0.082 -1.923 0.3 0.1 1.4 0.7654
H 1.160 2.500 -1.752 -0.3 -0.8 1.1 0.6002
H 1.261 2.516 0.053 -0.5 -0.6 -0.8 -0.4851
H -1.395 1.309 -0.877 0.8 0.9 0.3 0.3744
H -1.012 2.824 0.154 -0.1 -0.6 -1.0 0.3206
H -3.082 3.659 -2.667 0.6 -0.4 0.9 0.2293
H -2.653 4.338 -1.032 0.2 -1.0 -0.6 0.2111
H -3.125 2.580 -1.166 0.5 0.6 -0.8 0.2843
H 3.602 -1.998 -0.215 -1.3 0.4 -0.2 0.4785
H 1.741 -2.286 -0.050 0.9 0.4 -0.4 0.5472
H 0.916 -2.280 -3.027 0.4 0.7 0.3 0.2682
H 1.325 -0.509 3.381 -0.3 0.3 -1.3 0.7693
H -0.078 1.239 3.506 0.3 -0.2 -1.3 0.4995
H 0.335 1.910 1.885 -0.3 -1.2 0.2 -0.9249
H -2.123 1.461 1.778 0.9 -1.0 0.4 0.3317
H -1.516 -0.075 1.050 0.1 0.6 1.0 0.2480
H -2.008 -0.034 2.797 0.7 0.5 -0.7 0.4319
H 5.444 -2.090 1.810 -0.1 0.5 -0.3 0.3234
H 2.413 -2.929 1.867 0.1 -0.1 0.4 0.4192
O 5.640 -3.047 -1.184 -0.2 1.2 0.8 -0.6152
H 6.474 -3.510 -1.348 0.1 0.2 0.0 0.3344
H 5.297 -2.866 -2.069 0.0 0.0 0.0 0.3712
C 3.230 -0.485 7.008 -1.6 1.9 -0.9 0.9064
O 4.285 0.132 7.235 0.4 -0.6 0.0 -0.6139
O 2.219 0.004 6.423 0.3 0.5 0.1 -0.4965
O 3.039 -1.732 7.333 1.6 -2.1 0.3 -0.4133
N -5.618 3.748 -3.066 -0.6 0.1 -0.1 -0.2324
C -6.427 4.307 -2.156 0.4 -0.2 -0.2 -0.0177
C -7.779 4.530 -2.358 0.0 0.0 -0.1 -0.6835
C -8.331 4.156 -3.574 -0.1 0.0 0.0 -0.1031
C -7.515 3.577 -4.534 -0.1 0.0 0.1 -0.6137
C -6.176 3.394 -4.232 0.3 0.1 0.3 -0.1448
H -5.949 4.585 -1.222 -0.1 0.0 0.0 0.3604
H -8.385 4.984 -1.584 0.0 0.0 0.0 0.3542
H -9.385 4.315 -3.771 0.0 0.0 0.0 0.3599
H -7.911 3.273 -5.494 0.0 0.0 0.0 0.3535
H -5.499 2.942 -4.949 -0.1 0.0 0.0 0.3651
Al 4.696 -2.564 6.938 -0.8 0.6 0.3 0.3179
C -1.087 -4.572 -0.704 0.0 0.1 0.0 -0.6497
C -0.429 -5.789 -1.344 0.1 0.2 0.3 -0.3730
C -1.197 -6.308 -2.562 -0.5 -0.2 0.4 -0.5018
C -2.575 -6.719 -2.159 -0.7 -0.3 -0.1 0.3016
N -3.645 -7.039 -1.842 2.1 0.0 -0.7 -0.5112
H -2.084 -4.806 -0.322 0.0 0.0 -0.1 0.2992
H -0.491 -4.219 0.141 0.0 0.0 -0.1 0.0371
H -1.177 -3.753 -1.423 0.0 0.0 0.1 0.2202
H -0.343 -6.583 -0.596 0.0 -0.1 -0.1 0.3340
H 0.587 -5.525 -1.650 -0.1 -0.1 -0.1 0.2522
H -0.682 -7.169 -2.994 -0.2 0.0 0.0 0.3509
H -1.266 -5.534 -3.330 -0.1 0.0 0.1 0.2455
Cl 5.776 -5.086 -2.492 0.0 -1.2 -0.7 -0.3968
C -5.485 -5.875 -0.359 0.0 -0.1 0.1 -0.6815
O -6.774 -5.322 -0.069 -0.2 0.4 0.2 -0.3251
C -6.793 -3.988 0.011 -0.1 -0.5 0.0 0.7728
O -5.849 -3.256 -0.135 -0.1 0.1 0.0 -0.5385
O -8.049 -3.606 0.284 0.1 0.0 0.0 -0.3222
C -8.216 -2.195 0.398 -0.1 0.3 0.0 -0.6186
H -5.589 -6.956 -0.400 -0.3 0.2 0.0 0.3130
H -5.128 -5.526 -1.323 -0.2 0.2 0.2 0.3285
H -4.774 -5.625 0.430 0.0 0.1 -0.1 0.3004
H -7.962 -1.700 -0.541 0.1 0.0 0.1 0.2883
H -7.611 -1.800 1.216 0.1 0.0 -0.2 0.2857
H -9.265 -2.003 0.618 0.0 -0.3 0.0 0.2132
O -0.627 5.714 -0.382 0.1 -0.4 0.0 -1.1326
H -0.677 5.000 -1.019 -0.1 -0.1 0.0 0.3039
K 0.751 7.354 0.206 0.2 0.5 0.2 0.9028
O -0.990 -0.910 -2.764 0.2 -0.2 0.0 -0.5742
H -1.700 -0.267 -2.874 -0.1 0.1 -0.1 0.1885